Below is a molecular structure, C18H25O6PPtS4, with properties calculated with the ωB97M-V functional and the def2-TZVPD basis.

Computed properties:
Energy relative to the best compared isomer or geometry (same formula, charge and spin)   0.0 kcal per mole
LUMO energy (alpha / beta)   -0.1431 / -0.1851 Ha
Frontier orbital gap (alpha / beta)   8.1 / 7.0 eV
Net charge   +1
E_HOMO (alpha / beta)   -0.44215 / -0.44193 Ha
2S+1   2
Electronic energy   -3205.60655 Ha

The geometry in XYZ format:
```
55
Properties=species:S:1:pos:R:3:nbo_charge:R:1
Pt 0.47645 0.69462 0.52802 1.094
C -2.38839 3.88528 -3.18867 -0.646
C -1.09516 4.61885 -2.93632 -0.056
O -0.35510 4.02843 -1.81574 -0.822
P 0.26086 2.60193 -1.81314 1.774
S 1.66884 2.44107 -0.39478 -0.307
S -0.96323 1.09597 -1.22316 -0.366
O 0.73251 2.42870 -3.30116 -0.835
C 1.41178 1.22498 -3.77447 -0.063
C 1.71847 1.41972 -5.23527 -0.630
H -2.94600 4.40532 -3.96786 0.241
H -3.00133 3.85511 -2.28845 0.223
H -2.21089 2.86492 -3.53335 0.211
H -1.26055 5.64275 -2.61463 0.213
H -0.43835 4.61490 -3.80322 0.202
H 0.74657 0.37883 -3.60068 0.197
H 2.31604 1.10208 -3.17718 0.197
H 0.80330 1.56486 -5.80770 0.222
H 2.22407 0.53279 -5.61715 0.233
H 2.37104 2.27840 -5.38465 0.226
C -0.87708 1.47746 4.21337 -0.831
S -1.49781 2.33713 2.78217 1.286
O -0.35290 2.36815 1.75744 -0.925
C -2.75200 1.24975 2.16310 -0.321
C -2.79946 -0.11376 2.42130 -0.129
C -3.79929 -0.86988 1.82875 -0.217
C -4.73148 -0.26823 0.99503 -0.164
C -4.67995 1.09783 0.74826 -0.206
C -3.68946 1.86422 1.33688 -0.184
H -0.47624 0.49921 3.96228 0.261
H -1.69243 1.39793 4.93222 0.257
H -0.08930 2.11021 4.61723 0.263
H -2.07628 -0.59673 3.06266 0.230
H -3.84699 -1.93290 2.02160 0.232
H -5.51005 -0.86645 0.54059 0.230
H -5.41650 1.56420 0.10836 0.230
H -3.64013 2.93237 1.16287 0.231
C 4.39847 -5.90647 0.50645 -0.639
C 3.50779 -4.78112 0.94643 0.040
C 2.81812 -4.83991 2.15175 -0.214
C 2.00431 -3.79489 2.56277 -0.138
C 1.88475 -2.68167 1.74710 -0.417
C 2.56370 -2.59431 0.53506 -0.109
C 3.36854 -3.64328 0.14525 -0.217
S 0.86089 -1.36840 2.25618 2.377
O -0.20629 -1.17809 1.18755 -0.965
O 0.34848 -1.62609 3.56181 -0.912
O 1.64260 -0.08590 2.13153 -0.960
H 4.32634 -6.75762 1.18023 0.226
H 5.43973 -5.58126 0.48026 0.235
H 4.13525 -6.23939 -0.49796 0.232
H 2.91815 -5.71390 2.78219 0.228
H 1.47178 -3.83738 3.50242 0.248
H 2.46940 -1.71447 -0.08953 0.212
H 3.90441 -3.58591 -0.79402 0.222
```